A 6-piece molecular cluster, C20H25ClN5 overall, computed with the ωB97M-V functional and the def2-TZVPD basis.

Results
E_HOMO = -3.928 eV
molar mass = 370.9 g/mol
E_tot = -41117.9973 eV
energy relative to the best compared isomer or geometry (same formula, charge and spin) = 315.70 kJ/mol
gap between HOMO and LUMO = 0.239 Ha
total charge = -1

Cartesian coordinates (Å):
C  -4.697  -28.927  -22.799
C  -5.590  -26.971  -23.193
C  -11.314  -39.310  -23.652
C  -11.927  -26.705  -24.690
H  -6.488  -28.791  -23.824
N  -18.241  -32.373  -24.645
H  -14.598  -25.790  -26.041
H  -17.104  -34.147  -24.032
C  -17.985  -31.374  -25.504
H  -4.609  -30.003  -22.777
C  -12.311  -25.770  -23.727
N  -6.696  -31.403  -27.932
H  -7.073  -31.541  -27.006
H  -3.885  -25.876  -22.181
H  -6.369  -26.305  -23.533
C  -16.751  -31.555  -26.088
H  -11.797  -25.489  -22.820
H  -19.076  -32.572  -24.112
C  -6.945  -30.246  -28.581
H  -18.759  -30.643  -25.690
C  -13.550  -25.344  -24.203
C  -11.489  -39.507  -25.873
C  -16.164  -32.683  -25.449
C  -4.400  -26.758  -22.532
Cl  -10.559  -32.026  -23.867
C  -17.117  -33.238  -24.615
C  -3.844  -27.974  -22.220
H  -15.254  -33.230  -25.647
H  -5.446  -33.106  -28.075
H  -11.028  -37.305  -26.235
H  -11.250  -39.434  -22.582
C  -11.228  -38.159  -25.605
H  -12.823  -27.267  -26.661
H  -7.778  -29.638  -28.259
H  -11.575  -40.033  -26.813
N  -11.076  -38.064  -24.207
H  -16.327  -30.995  -26.908
C  -12.844  -26.791  -25.692
C  -5.713  -32.153  -28.509
H  -2.874  -28.213  -21.809
H  -4.560  -31.704  -30.356
C  -11.416  -40.226  -24.666
H  -11.534  -41.289  -24.520
H  -14.264  -24.623  -23.833
H  -6.076  -29.493  -30.476
H  -10.914  -37.227  -23.665
C  -5.305  -31.396  -29.638
C  -6.043  -30.190  -29.651
N  -5.769  -28.290  -23.322
H  -11.024  -27.292  -24.605
N  -13.808  -25.903  -25.422

---

A 2-piece molecular cluster, C2H3Br2N5 overall, computed with the ωB97M-V functional and the def2-TZVPD basis.

Results
E_HOMO (alpha / beta) = -9.972 / -8.350 eV
molar mass = 256.9 g/mol
E_tot = -149654.5163 eV
energy relative to the best compared isomer or geometry (same formula, charge and spin) = 0.00 kJ/mol
gap between HOMO and LUMO (alpha / beta) = 0.309 / 0.181 Ha
total charge = 0

Cartesian coordinates (Å):
N  0.846  -0.387  0.981
N  1.010  0.545  -0.995
H  -1.508  0.047  -1.258
C  0.196  -0.095  -0.174
Br  -2.119  2.418  0.105
C  2.151  0.626  -0.295
N  2.088  0.081  0.902
H  0.486  -0.837  1.810
H  3.036  1.091  -0.676
N  -1.092  -0.431  -0.455
N  -1.688  -1.359  0.237
Br  -3.407  -1.698  -0.182